The following is a DFT calculation (ωB97M-V/def2-TZVPD) of one molecule with the formula C5H7NO.

## Properties
- Energy relative to the best compared isomer or geometry (same formula, charge and spin): 1.9189 eV
- Total charge: 0
- Spin multiplicity: 1
- SMILES string: C=NCCC=C=O
- Total energy: -8834.2839 eV

Last column: Mulliken charge in e.
Atoms and positions in Å:
C 1.6040 -1.0555 0.7750  -0.34
N 0.3758 -1.2819 0.5785  -0.38
C -0.5564 -0.2430 0.9752  -0.66
C -1.3757 0.2414 -0.2245  -0.40
C -0.5583 0.7123 -1.4082  -0.64
C 0.7132 1.0382 -1.3747  0.61
O 1.8480 1.3291 -1.3615  -0.41
H 2.3436 -1.7963 0.4688  0.27
H 1.9842 -0.1299 1.2335  0.26
H -0.0483 0.6089 1.4623  0.38
H -1.2511 -0.6742 1.7059  0.35
H -2.0350 1.0498 0.1194  0.30
H -2.0225 -0.5752 -0.5618  0.31
H -1.0215 0.7762 -2.3879  0.33

Force components x, y, z for each atom (eV/Å):
C -0.2 -0.1 0.0
N 0.4 0.1 0.1
C -0.1 0.1 0.0
C -0.1 0.0 0.1
C 0.2 0.1 0.0
C 0.6 0.2 0.0
O -0.9 -0.2 0.0
H -0.1 0.0 0.1
H -0.1 -0.1 0.0
H 0.0 -0.1 -0.1
H 0.1 0.1 -0.1
H 0.1 -0.1 -0.1
H 0.1 0.1 0.0
H 0.1 0.0 0.1

The following is a DFT calculation (ωB97M-V/def2-TZVPD) of C17H26F5N4O10P2STa as an isolated structure.

## Properties
- Energy relative to the best compared isomer or geometry (same formula, charge and spin): 0.0000 eV
- Total charge: +2
- Spin multiplicity: 1
- Total energy: -89031.7377 eV

Last column: Mulliken charge in e.
Atoms and positions in Å:
Ta -0.5856 -0.8909 0.4623  3.00
C -3.0722 -2.4366 2.1813  -0.73
O -1.6424 -2.2100 1.9971  -0.12
C -0.9202 -3.1563 2.8218  -0.63
C 0.4799 -2.6486 2.9217  -0.83
O 0.8777 -2.2323 1.5882  -0.54
C 1.6085 -3.2144 0.8133  -0.63
C 0.6522 -3.8111 -0.1833  -0.71
O -0.2103 -2.7385 -0.6400  -0.46
C -0.7221 -3.0335 -1.9883  -0.84
H -3.2658 -2.4975 3.2492  0.41
H -3.3511 -3.3611 1.6792  0.28
H -3.6250 -1.6005 1.7876  0.09
H -0.9937 -4.1435 2.3599  0.30
H -1.3802 -3.1932 3.8086  0.72
H 1.1683 -3.4065 3.2882  0.55
H 0.5411 -1.7656 3.5502  0.32
H 2.0248 -3.9644 1.4815  0.58
H 2.4204 -2.6889 0.3251  0.23
H 0.0123 -4.5866 0.2396  0.39
H 1.1894 -4.2165 -1.0386  0.53
H 0.1392 -3.2022 -2.6281  0.39
H -1.2873 -2.1782 -2.3287  0.18
H -1.3585 -3.9130 -1.9211  0.33
O -4.6100 -0.2168 0.1717  -0.63
P -3.1055 -0.0530 -0.1436  0.72
O -2.2699 0.3238 1.0761  -0.25
O -2.3814 -1.3597 -0.5179  -0.56
O -3.0018 0.9755 -1.3170  -0.56
P -1.5218 1.1424 -2.0529  0.69
O -1.5940 0.0008 -3.1381  -0.48
O -1.2397 2.4847 -2.5035  -0.64
O -0.6200 0.5357 -0.9293  0.46
H -5.2593 0.2316 -0.3924  0.37
H -1.5347 0.2963 -4.0580  0.36
F -2.7787 5.2477 3.1968  -0.27
C -2.0638 4.1650 2.9707  0.57
C -2.3275 3.0044 3.6831  0.30
F -3.2998 2.9815 4.5813  -0.28
C -1.5811 1.8688 3.4333  0.23
F -1.8524 0.7490 4.1049  -0.34
C -0.5701 1.8693 2.4851  0.58
S 0.4233 0.4485 2.1983  -0.74
C -0.3138 3.0446 1.7939  -0.15
F 0.6613 3.0681 0.8771  -0.14
C -1.0482 4.1905 2.0228  0.14
F -0.7943 5.2988 1.3476  -0.28
C 2.3053 3.3008 -2.1185  -1.19
C 3.3856 2.5134 -2.8513  0.81
C 2.8468 1.9002 -4.1392  -1.41
C 4.0464 1.4671 -1.9496  -1.16
N 3.0782 0.4643 -1.4656  0.70
C 2.2629 0.5144 -0.4240  -0.73
N 1.5076 -0.5693 -0.4584  0.36
N 1.8718 -1.2600 -1.5694  0.12
N 2.8223 -0.6534 -2.1586  -1.04
H 1.9579 4.1280 -2.7359  0.47
H 2.6655 3.7210 -1.1765  0.34
H 1.4246 2.6825 -1.9168  0.03
H 4.2034 3.1932 -3.1065  0.36
H 1.9869 1.2553 -3.9363  0.16
H 3.6015 1.3128 -4.6624  0.39
H 2.5029 2.6874 -4.8090  0.45
H 4.4866 1.9217 -1.0629  0.44
H 4.8140 0.9030 -2.4750  0.38
H 2.2134 1.3100 0.2990  0.62

Force components x, y, z for each atom (eV/Å):
Ta 0.1 0.4 0.1
C 0.0 0.0 0.0
O -0.1 -0.1 0.1
C -0.1 0.0 -0.1
C 0.1 0.0 0.0
O 0.0 0.1 0.0
C 0.0 0.0 0.0
C -0.1 0.0 0.0
O 0.0 0.0 -0.2
C 0.0 0.0 0.0
H 0.0 0.0 0.0
H 0.0 0.0 0.0
H 0.0 0.0 0.0
H 0.0 0.0 0.0
H 0.0 0.0 0.0
H 0.0 0.0 0.0
H 0.0 0.0 0.0
H 0.0 0.0 0.0
H 0.0 0.0 0.0
H 0.0 0.0 0.0
H 0.0 0.0 0.0
H 0.0 0.0 0.0
H 0.0 0.0 0.0
H 0.0 0.0 0.0
O 0.0 0.1 -0.1
P -0.3 0.0 0.2
O 0.2 -0.1 0.1
O -0.1 -0.2 -0.1
O 0.0 0.1 -0.1
P -0.1 0.1 0.1
O 0.1 -0.1 -0.1
O -0.1 0.0 0.0
O 0.2 -0.4 -0.1
H 0.0 0.0 0.0
H 0.0 0.1 0.0
F 0.0 0.0 0.0
C 0.0 0.1 0.0
C 0.0 -0.1 0.0
F 0.0 0.0 0.0
C 0.1 0.0 0.0
F 0.0 0.0 0.0
C 0.1 0.1 0.0
S -0.2 -0.1 0.0
C 0.0 -0.1 0.0
F 0.0 0.0 0.0
C -0.1 0.0 0.0
F 0.0 0.0 0.0
C 0.0 0.0 0.0
C 0.0 0.0 0.0
C 0.0 0.0 0.0
C 0.0 0.0 0.0
N 0.0 0.0 0.0
C 0.0 0.0 0.0
N 0.0 -0.1 -0.1
N 0.2 -0.1 0.1
N -0.1 0.0 0.0
H 0.0 0.0 0.0
H 0.0 0.0 0.0
H 0.0 0.0 0.0
H 0.0 0.0 0.0
H 0.0 0.0 0.0
H 0.0 0.0 0.0
H 0.0 0.0 0.0
H 0.0 0.0 0.0
H 0.0 0.0 0.0
H 0.0 0.0 0.0

The following is a DFT calculation (ωB97M-V/def2-TZVPD) of one molecule with the formula C4H9NO.

## Properties
- Energy relative to the best compared isomer or geometry (same formula, charge and spin): 0.3493 eV
- Total charge: 0
- Spin multiplicity: 1
- SMILES string: CC(C)NC=O
- Total energy: -7831.9707 eV

Last column: Mulliken charge in e.
Atoms and positions in Å:
C -1.3513 0.1611 0.9795  -1.39
C -0.2197 -0.3006 0.0652  0.53
C -0.6638 -0.3839 -1.3945  -1.31
N 0.9305 0.5824 0.2099  -0.16
C 2.1952 0.1219 0.3863  -0.02
O 2.5083 -1.0498 0.4768  -0.56
H -2.1901 -0.5416 0.9388  0.37
H -1.7276 1.1439 0.6661  0.33
H -1.0101 0.2366 2.0167  0.36
H 0.1396 -1.2819 0.3890  0.26
H 0.1575 -0.7324 -2.0281  0.33
H -0.9893 0.5995 -1.7580  0.32
H -1.5056 -1.0761 -1.5058  0.35
H 0.7922 1.5771 0.1056  0.25
H 2.9341 0.9439 0.4524  0.33

Force components x, y, z for each atom (eV/Å):
C 0.0 0.0 0.0
C -0.1 -0.1 0.0
C 0.0 0.0 -0.1
N 0.1 0.0 0.0
C 0.0 -0.1 0.0
O -0.1 0.4 0.0
H 0.1 0.1 0.0
H 0.1 -0.1 0.0
H -0.1 0.0 -0.2
H -0.1 0.1 0.0
H -0.1 0.0 0.1
H 0.1 -0.1 0.1
H 0.1 0.1 0.0
H 0.1 -0.1 0.0
H -0.1 -0.1 0.0

The following is a DFT calculation (ωB97M-V/def2-TZVPD) of C28H26FeN6O3 as an isolated structure.

## Properties
- Energy relative to the best compared isomer or geometry (same formula, charge and spin): 0.0000 eV
- Total charge: +1
- Spin multiplicity: 6
- Total energy: -78923.6552 eV

Last column: Löwdin spin population.
Atoms and positions in Å:
Fe -0.9178 -0.4001 -0.9158  3.70
O 1.0345 -1.1875 -0.1002  0.05
C 0.1983 -2.1316 -0.0136  0.02
N -0.2783 -2.7353 -1.0707  0.20
C -1.3787 -3.5018 -1.2096  0.17
C -1.3861 -4.8903 -0.9985  0.00
C -2.4954 -5.6190 -1.3247  0.13
C -3.6371 -4.9934 -1.8943  0.07
C -3.6797 -3.6496 -2.1102  0.04
C -2.5629 -2.8425 -1.7503  0.14
N -2.4587 -1.5116 -1.8894  0.22
C -3.3672 -0.7534 -2.6068  0.03
O -4.5287 -0.9939 -2.8413  0.07
C -2.7085 0.4919 -3.1494  0.01
C -3.3329 1.2402 -4.1293  0.00
C -2.6461 2.3141 -4.6738  0.00
C -1.3722 2.6036 -4.2109  0.00
C -0.8342 1.8227 -3.2021  0.01
N -1.4859 0.7816 -2.6849  0.05
C -0.6027 -2.1676 1.2631  0.01
C -0.3194 -2.8031 2.4535  0.00
C -1.1840 -2.5823 3.5154  0.00
C -2.2721 -1.7395 3.3460  0.00
C -2.4640 -1.1311 2.1191  0.00
N -1.6475 -1.3430 1.0853  0.03
H -0.4954 -5.3587 -0.6022  0.00
H -2.5064 -6.6883 -1.1610  0.01
H -4.4924 -5.6021 -2.1548  0.00
H -4.5556 -3.1785 -2.5239  0.00
H -4.3260 0.9611 -4.4508  0.00
H -3.0967 2.9139 -5.4530  0.00
H -0.8002 3.4256 -4.6167  0.00
H 0.1412 2.0342 -2.7846  0.00
H 0.5518 -3.4355 2.5476  0.00
H -1.0064 -3.0571 4.4710  0.00
H -2.9621 -1.5499 4.1555  0.00
H -3.2984 -0.4626 1.9471  0.00
C 4.4896 2.2561 -0.5160  0.00
C 3.7931 3.1111 0.5343  0.00
N 3.6847 2.4564 1.8325  0.00
C 4.9201 2.2750 2.6022  0.00
C 5.3949 0.8301 2.6188  0.00
C 2.5332 2.1074 2.4459  0.00
O 2.4838 1.7290 3.6063  0.00
C 1.2233 2.2001 1.7020  0.00
C 0.1412 2.7614 2.3579  0.00
C -1.1037 2.7390 1.7572  0.00
C -1.2374 2.1036 0.5355  0.01
N -0.2039 1.5261 -0.0977  0.03
C 1.0022 1.5848 0.4838  0.01
H 4.4535 2.7507 -1.4872  0.00
H 4.0220 1.2746 -0.6072  0.00
H 5.5385 2.0998 -0.2634  0.00
H 2.8003 3.4057 0.2015  0.00
H 4.3538 4.0389 0.6770  0.00
H 4.7349 2.6158 3.6204  0.00
H 5.6718 2.9288 2.1588  0.00
H 4.6529 0.1970 3.1029  0.00
H 6.3276 0.7504 3.1775  0.00
H 5.5693 0.4572 1.6091  0.00
H 0.2884 3.1941 3.3391  0.00
H -1.9664 3.1833 2.2330  0.00
H -2.1972 2.0664 0.0307  0.00
H 1.8029 1.0777 -0.0355  0.00

Force components x, y, z for each atom (eV/Å):
Fe 0.1 0.2 -0.6
O 0.0 -0.1 0.0
C 0.0 -0.1 0.0
N 0.0 0.0 0.0
C 0.0 0.0 0.0
C 0.0 0.0 0.0
C 0.0 0.0 0.0
C 0.0 0.0 0.0
C 0.0 0.0 0.0
C -0.1 0.1 0.0
N 0.0 -0.2 0.0
C 0.0 0.0 0.1
O 0.0 0.0 0.0
C 0.0 0.0 0.0
C 0.0 0.0 0.0
C 0.0 0.0 0.0
C 0.0 0.0 0.0
C 0.0 0.0 0.0
N -0.1 0.0 0.0
C 0.0 0.0 0.1
C 0.0 0.0 -0.1
C 0.0 0.0 0.0
C 0.0 0.0 0.0
C -0.1 0.0 -0.1
N 0.3 0.2 0.2
H 0.0 0.0 0.0
H 0.0 0.0 0.0
H 0.0 0.0 0.0
H 0.0 0.0 0.0
H 0.0 0.0 0.0
H 0.0 0.0 0.0
H 0.0 0.0 0.0
H 0.0 0.0 0.0
H 0.0 0.0 0.0
H 0.0 0.0 0.0
H 0.0 0.0 0.0
H 0.0 0.0 0.0
C 0.0 0.0 0.0
C 0.0 0.0 0.0
N 0.0 -0.1 0.0
C 0.0 0.0 0.0
C 0.0 0.0 0.0
C 0.0 0.2 0.1
O 0.0 -0.1 0.0
C 0.2 -0.1 -0.1
C 0.0 0.1 0.2
C -0.2 0.0 -0.1
C 0.2 0.3 0.0
N -0.2 -0.4 0.5
C 0.0 0.0 -0.1
H 0.0 0.0 0.0
H 0.0 0.0 0.0
H 0.0 0.0 0.0
H 0.0 0.0 0.0
H 0.0 0.0 0.0
H 0.0 0.0 0.0
H 0.0 0.0 0.0
H 0.0 0.0 0.0
H 0.0 0.0 0.0
H 0.0 0.0 0.0
H 0.0 0.0 0.0
H 0.0 0.0 0.0
H 0.0 -0.1 0.0
H 0.0 0.0 0.0